(1)
This record from the Open Molecules 2025 dataset describes 2 unconnected molecules or ions with the total composition C3H5F2IO2S in a non-equilibrium geometry. The level of theory is ωB97M-V/def2-TZVPD.

Each line ends with the natural charge from an NBO analysis.
Geometry (Å):
C -0.51 0.56 -1.13  -0.2813
C 1.42 -1.87 0.54  -0.7115
C -1.04 1.50 0.95  0.8373
O 1.66 -1.83 -1.96  -0.9282
O -0.12 0.78 0.29  -0.5692
F -2.12 0.75 1.25  -0.3416
F -1.47 2.62 0.31  -0.3411
S 1.74 -2.76 -0.82  1.1508
I -0.08 2.17 2.77  0.0670
H -0.09 -0.39 -1.35  0.2216
H -0.19 1.41 -1.81  0.2150
H -1.65 0.40 -1.00  0.1954
H 1.08 -0.86 0.44  0.2507
H 1.37 -2.49 1.51  0.2350

Properties
**HOMO**: -9.81 eV
**Total energy**: -1163.319161 hartree
**Kohn-Sham gap**: 9.36 eV

---

(2)
This record from the Open Molecules 2025 dataset describes 2 unconnected molecules or ions with the total composition C3H7N2S in a non-equilibrium geometry. The level of theory is ωB97M-V/def2-TZVPD.

Each line ends with the natural charge from an NBO analysis.
Geometry (Å):
C -2.11 0.39 0.16  -0.0022
C 0.16 -0.10 -0.40  0.2430
C 2.08 1.45 0.49  -0.6125
N -0.89 0.30 0.05  -0.3380
N -0.64 -2.55 -0.37  -0.6231
S 1.75 -0.31 -0.34  0.4770
H -2.58 0.81 1.05  0.2399
H -2.65 0.47 -0.78  0.2149
H 1.54 1.13 1.42  0.2423
H 1.62 2.18 -0.09  0.2313
H 3.24 1.57 0.55  0.2775
H -1.50 -2.23 -0.78  0.3113
H -0.02 -3.11 -0.97  0.3386

Properties
**HOMO (spin up / spin down)**: -14.84 / -13.55 eV
**Charge**: +1
**Total energy**: -625.732451 hartree
**Kohn-Sham gap (spin up / spin down)**: 8.49 / 8.04 eV

---

(3)
This record from the Open Molecules 2025 dataset describes a molecular structure, C22H20Cl3F2NOSiW in a non-equilibrium geometry. The level of theory is ωB97M-V/def2-TZVPD.

Each line ends with the Mulliken charge.
Geometry (Å):
W -0.55 0.66 0.59  0.4822
C 1.89 2.56 0.98  -0.6227
C 2.97 1.47 1.18  0.6462
C 4.03 1.54 0.08  -1.6413
C 2.29 0.12 1.32  0.3508
C 1.12 0.07 2.13  -0.8146
C 0.44 -1.16 2.30  -0.9935
C 1.00 -2.35 1.80  1.1978
C 0.38 -3.66 2.13  -1.6736
C 2.18 -2.28 1.07  -1.0992
C 2.79 -1.06 0.79  -0.5233
H 2.31 3.39 0.43  0.5079
H 1.51 2.95 1.92  0.2415
H 1.03 2.15 0.37  0.2205
H 3.48 1.68 2.13  0.3857
H 3.61 1.35 -0.91  0.2743
H 4.83 0.82 0.26  0.4838
H 4.49 2.52 0.08  0.4898
H 1.02 0.81 2.93  0.6993
H -0.34 -1.24 3.06  0.6819
H 1.05 -4.24 2.77  0.3866
H 0.20 -4.24 1.23  0.3825
H -0.56 -3.53 2.67  0.4229
H 2.64 -3.18 0.71  0.4642
H 3.69 -1.05 0.21  0.4267
F 1.75 2.19 -4.10  -0.2893
C 0.72 1.58 -3.54  0.0717
C 0.95 0.85 -2.38  -0.3638
C -0.13 0.25 -1.73  1.5269
C -1.44 0.32 -2.27  -0.1076
C -1.60 1.02 -3.47  0.5077
F -2.80 1.12 -4.01  -0.2986
C -0.54 1.68 -4.09  -0.9434
C -2.51 -0.32 -1.50  1.0613
C -3.68 -0.82 -2.06  -1.1607
C -4.60 -1.49 -1.26  -0.4983
C -4.30 -1.66 0.09  -1.0240
C -3.13 -1.13 0.59  -0.3144
N -2.26 -0.45 -0.17  0.0143
H 1.97 0.73 -2.02  0.6148
H -0.71 2.25 -4.99  0.5574
H -3.88 -0.70 -3.11  0.5496
H -5.51 -1.87 -1.68  0.4848
H -4.97 -2.20 0.74  0.4826
H -2.88 -1.23 1.64  0.6341
Cl -3.84 1.48 2.49  -0.1382
Si -1.84 1.63 2.51  0.6549
Cl -1.24 2.86 3.97  -0.1622
Cl -1.50 2.61 -0.36  -0.2220
O 0.36 -1.97 -0.88  -0.5218
C 0.13 -0.83 -0.65  -0.4923

Properties
**HOMO (spin up / spin down)**: -14.98 / -14.99 eV
**Charge**: +2
**Total energy**: -2916.714694 hartree
**Kohn-Sham gap (spin up / spin down)**: 6.48 / 6.47 eV

---

(4)
This record from the Open Molecules 2025 dataset describes 14 unconnected molecules or ions with the total composition C84H70F14 in a non-equilibrium geometry. The level of theory is ωB97M-V/def2-TZVPD.

Each line ends with the Mulliken charge.
Geometry (Å):
F -4.38 -4.55 -20.85  -0.3803
C -4.62 -5.79 -20.27  0.2177
C -4.14 -5.99 -18.98  -0.7084
C -4.15 -7.28 -18.46  -0.0466
C -4.75 -8.30 -19.17  0.4776
C -5.34 -8.02 -20.39  -0.7041
C -5.26 -6.78 -21.00  -0.7945
H -3.66 -5.20 -18.44  0.5232
H -3.73 -7.46 -17.48  0.4179
H -4.87 -9.32 -18.82  -0.0134
H -5.91 -8.80 -20.88  0.4989
H -5.74 -6.54 -21.94  0.5030
F -7.33 -11.23 -18.87  0.2718
C -7.02 -11.87 -20.00  0.3689
C -7.95 -11.80 -21.04  -0.8121
C -7.58 -12.29 -22.27  -0.5793
C -6.37 -12.96 -22.47  -0.6774
C -5.48 -13.02 -21.42  -0.9170
C -5.82 -12.50 -20.18  0.4674
H -8.92 -11.36 -20.90  0.4607
H -8.31 -12.24 -23.08  0.4032
H -6.19 -13.44 -23.42  0.4646
H -4.55 -13.56 -21.57  0.5056
H -5.14 -12.61 -19.34  0.1506
F -6.52 -8.63 -8.26  -0.3633
C -6.32 -8.11 -9.47  0.2614
C -5.06 -7.77 -9.90  -0.8101
C -4.91 -7.34 -11.21  0.0212
C -6.00 -7.25 -12.05  -0.3007
C -7.27 -7.62 -11.59  -0.5551
C -7.42 -8.11 -10.31  -0.3782
H -4.25 -7.91 -9.19  0.4677
H -3.92 -7.15 -11.61  0.2385
H -5.94 -6.91 -13.07  0.5221
H -8.12 -7.58 -12.26  0.4169
H -8.38 -8.38 -9.90  0.4807
F -8.30 -10.92 -14.06  0.1973
C -8.69 -11.31 -12.84  -0.4046
C -7.83 -11.08 -11.79  0.4603
C -8.22 -11.47 -10.52  -0.8356
C -9.51 -11.96 -10.32  -0.6387
C -10.42 -12.04 -11.36  -0.7112
C -9.99 -11.69 -12.64  -0.4370
H -6.88 -10.60 -11.94  0.6146
H -7.59 -11.48 -9.64  0.4582
H -9.85 -12.26 -9.34  0.3627
H -11.45 -12.35 -11.30  0.4246
H -10.68 -11.79 -13.48  0.5049
F 2.11 -13.19 -14.88  -0.3673
C 1.15 -12.58 -14.20  0.3240
C 1.50 -11.81 -13.12  -0.6242
C 0.47 -11.11 -12.50  -0.9991
C -0.85 -11.17 -12.93  -0.3869
C -1.16 -11.95 -14.05  0.5117
C -0.16 -12.74 -14.61  -0.7839
H 2.52 -11.66 -12.80  0.4695
H 0.64 -10.61 -11.55  0.3945
H -1.62 -10.67 -12.36  0.6448
H -2.18 -12.15 -14.33  0.2638
H -0.24 -13.38 -15.48  0.5112
F -3.46 -13.77 -16.28  0.4355
C -3.54 -15.08 -16.44  0.0714
C -2.68 -15.92 -15.74  -0.2603
C -2.80 -17.29 -15.88  -0.6858
C -3.71 -17.78 -16.81  -0.6466
C -4.62 -16.95 -17.46  -0.4859
C -4.50 -15.57 -17.28  -0.2648
H -1.99 -15.43 -15.06  0.3225
H -2.14 -17.98 -15.38  0.4129
H -3.96 -18.84 -16.90  0.2917
H -5.37 -17.40 -18.10  0.4745
H -5.18 -14.90 -17.79  0.3771
F -2.67 -11.76 -20.14  -0.1004
C -2.14 -11.19 -21.25  0.1426
C -2.98 -10.61 -22.17  0.3314
C -2.46 -10.00 -23.30  -0.7011
C -1.10 -10.10 -23.57  -0.4977
C -0.25 -10.66 -22.61  -0.6058
C -0.76 -11.16 -21.44  -0.4765
H -4.06 -10.73 -22.04  0.2297
H -3.06 -9.43 -23.99  0.4198
H -0.71 -9.66 -24.47  0.3731
H 0.81 -10.71 -22.83  0.4217
H -0.18 -11.61 -20.64  0.4468
F -2.97 -15.76 -11.73  -0.3468
C -3.34 -14.49 -11.68  0.1971
C -3.98 -13.92 -12.76  -0.4526
C -4.41 -12.61 -12.68  0.0730
C -4.18 -11.87 -11.54  -0.5321
C -3.35 -12.37 -10.54  -0.7629
C -2.92 -13.70 -10.62  -0.5621
H -4.11 -14.54 -13.65  0.5445
H -5.02 -12.19 -13.47  0.5970
H -4.58 -10.87 -11.46  0.3353
H -3.02 -11.79 -9.69  0.4471
H -2.47 -14.17 -9.75  0.4343
F -4.84 -5.17 -16.09  -0.1356
C -4.52 -4.67 -14.87  -0.0076
C -5.06 -3.45 -14.51  -0.5050
C -4.68 -2.82 -13.34  -0.5987
C -3.78 -3.49 -12.52  -0.7737
C -3.25 -4.71 -12.89  -0.5377
C -3.65 -5.36 -14.05  0.1925
H -5.74 -3.03 -15.25  0.4487
H -5.10 -1.85 -13.13  0.4072
H -3.46 -3.06 -11.58  0.3840
H -2.65 -5.20 -12.13  0.5336
H -3.28 -6.34 -14.31  0.6258
F -11.79 -10.39 -16.91  -0.3643
C -10.81 -9.82 -17.63  0.1325
C -9.58 -9.58 -17.06  -0.1944
C -8.57 -8.97 -17.78  -0.7175
C -8.79 -8.53 -19.08  -0.1334
C -10.04 -8.76 -19.66  -0.8189
C -11.04 -9.38 -18.92  -0.3484
H -9.33 -9.90 -16.05  0.6080
H -7.65 -8.72 -17.26  0.4277
H -8.03 -8.03 -19.65  0.4984
H -10.31 -8.45 -20.66  0.4336
H -12.03 -9.48 -19.35  0.4230
F -1.18 -7.55 -20.42  -0.2795
C -0.09 -8.02 -19.77  -0.1129
C -0.29 -8.93 -18.75  0.5539
C 0.81 -9.52 -18.16  -0.6790
C 2.08 -9.12 -18.54  -0.7064
C 2.26 -8.23 -19.59  -0.5813
C 1.16 -7.64 -20.20  -0.5669
H -1.28 -9.25 -18.46  0.4098
H 0.75 -10.37 -17.48  0.6151
H 2.98 -9.54 -18.11  0.4398
H 3.25 -7.98 -19.95  0.4283
H 1.24 -6.98 -21.05  0.4604
F -3.44 -8.73 -13.74  -0.5515
C -3.92 -9.41 -14.78  1.0901
C -5.26 -9.72 -14.84  0.2728
C -5.68 -10.58 -15.84  -0.2279
C -4.80 -11.02 -16.81  0.9255
C -3.46 -10.65 -16.76  0.1664
C -3.03 -9.80 -15.76  -1.0925
H -5.89 -9.32 -14.06  -0.1040
H -6.74 -10.83 -15.89  0.2747
H -5.13 -11.68 -17.60  -1.1415
H -2.76 -11.05 -17.48  0.3005
H -1.97 -9.61 -15.70  0.1772
F 1.41 -4.42 -12.61  -0.3240
C 1.39 -5.58 -13.32  0.2781
C 0.20 -5.95 -13.92  -0.3233
C 0.15 -7.12 -14.65  -0.2478
C 1.30 -7.89 -14.83  -0.5086
C 2.49 -7.46 -14.27  -0.8215
C 2.53 -6.31 -13.51  -0.4805
H -0.75 -5.46 -13.74  0.5274
H -0.76 -7.42 -15.14  0.3455
H 1.28 -8.83 -15.35  0.6955
H 3.40 -8.04 -14.42  0.4112
H 3.41 -5.94 -12.98  0.4195
F -7.55 -15.14 -18.47  -0.2320
C -8.70 -14.73 -17.98  0.0101
C -9.88 -15.38 -18.29  -0.6286
C -11.03 -15.05 -17.59  -0.4895
C -11.02 -14.03 -16.64  -0.6516
C -9.83 -13.40 -16.33  0.1780
C -8.68 -13.73 -17.03  -0.0392
H -9.83 -16.23 -18.96  0.4296
H -11.89 -15.67 -17.78  0.3666
H -11.95 -13.78 -16.16  0.4198
H -9.73 -12.67 -15.54  0.0567
H -7.71 -13.28 -16.83  0.5073

Properties
**HOMO**: -9.01 eV
**Total energy**: -4640.974143 hartree
**Kohn-Sham gap**: 9.62 eV

---

(5)
This record from the Open Molecules 2025 dataset describes a single CH2FNO molecule in a non-equilibrium geometry. The level of theory is ωB97M-V/def2-TZVPD.

Each line ends with the natural charge from an NBO analysis.
Geometry (Å):
N -0.06 -0.68 0.01  -0.8280
C 0.07 0.61 -0.16  0.9426
O 0.60 1.36 -1.15  -0.6260
F -0.39 1.22 1.01  -0.3490
H 0.28 -1.41 -0.64  0.4297
H -0.50 -1.09 0.92  0.4308

Properties
**HOMO**: -10.83 eV
**Total energy**: -269.159280 hartree
**Kohn-Sham gap**: 11.30 eV
**SMILES**: NC(=O)F

---

(6)
This record from the Open Molecules 2025 dataset describes a single C5H10O molecule. The level of theory is ωB97M-V/def2-TZVPD.

Each line ends with the natural charge from an NBO analysis.
Geometry (Å):
C 2.07 1.43 0.58  -0.6060
C 1.05 0.61 -0.19  -0.4350
C -1.14 -0.99 -0.86  0.2499
C -2.02 -2.18 -0.64  -0.7654
C -0.36 0.85 0.36  -0.0589
O -1.24 -0.28 0.23  -0.4969
H 2.09 1.13 1.64  0.2011
H 1.85 2.50 0.54  0.2022
H 3.07 1.27 0.17  0.2155
H 1.30 -0.45 -0.11  0.2175
H 1.09 0.85 -1.26  0.2203
H -2.54 -2.44 -1.56  0.2310
H -1.32 -3.00 -0.44  0.2444
H -2.71 -2.06 0.21  0.2064
H -0.85 1.71 -0.12  0.1899
H -0.33 1.03 1.44  0.1839

Properties
**HOMO**: -8.28 eV
**Total energy**: -271.647804 hartree
**Kohn-Sham gap**: 9.35 eV